DFT (ωB97M-V/def2-TZVPD) results for a 9-piece molecular cluster, C27H63N9O9 overall at a distorted geometry.

Geometry (Å):
C  -3.17248  -1.95331  2.66269
N  -3.37082  -0.68908  3.33714
C  -2.71361  -0.25560  4.39223
C  -2.91691  1.21378  4.75506
O  -1.90780  -0.92960  4.99211
H  -4.14930  -2.42351  2.54946
H  -2.48635  -2.66315  3.12468
H  -2.82090  -1.84987  1.63614
H  -4.25507  -0.21730  3.21212
H  -3.83278  1.60771  4.31450
H  -1.97985  1.72015  4.52352
H  -3.07877  1.27300  5.83135
C  1.34982  -6.23519  -0.49866
N  0.89999  -7.56217  -0.24465
C  1.46156  -8.65491  -0.85346
C  0.78117  -10.02327  -0.62891
O  2.46704  -8.59886  -1.56090
H  1.80078  -6.06221  -1.47580
H  2.07252  -6.01882  0.28809
H  0.48618  -5.57710  -0.40299
H  0.07595  -7.71671  0.31853
H  1.47894  -10.85946  -0.67370
H  0.00229  -10.17888  -1.37538
H  0.38392  -10.03287  0.38607
C  0.96855  7.99664  2.69551
N  1.87767  7.11207  3.41803
C  1.69760  5.81204  3.50541
C  2.63118  5.03614  4.44952
O  0.73378  5.22710  3.00788
H  1.36777  8.56245  1.85374
H  0.57851  8.75505  3.37431
H  0.10150  7.45558  2.31656
H  2.77881  7.49081  3.67218
H  2.12557  4.24379  5.00147
H  3.10195  5.69742  5.17697
H  3.33746  4.55952  3.76974
C  -0.40568  1.65867  -0.35184
N  0.35397  1.21256  0.78159
C  1.13046  0.11239  0.78120
C  1.92456  -0.09049  1.98503
O  1.17389  -0.66807  -0.22029
H  -0.89266  2.61289  -0.15080
H  -1.19094  0.92578  -0.53717
H  0.25604  1.78266  -1.20907
H  0.39236  1.89621  1.52406
H  2.16820  -1.15291  1.98594
H  1.28192  0.17910  2.82314
H  2.86148  0.45721  2.08649
C  6.40912  -1.21870  -1.20246
N  6.14456  -2.64445  -1.36209
C  6.23875  -3.31031  -2.51742
C  5.99797  -4.82605  -2.53238
O  6.61677  -2.78616  -3.58420
H  6.00857  -0.65639  -2.04594
H  7.49623  -1.15757  -1.15187
H  5.99966  -0.91255  -0.23980
H  6.03047  -3.19551  -0.52340
H  6.79809  -5.37776  -3.02585
H  5.09899  -5.14160  -3.06186
H  5.82763  -5.12098  -1.49695
C  5.26033  -7.21266  3.66647
N  5.80920  -5.97506  4.31534
C  5.91060  -4.79857  3.67470
C  6.47707  -3.52810  4.42337
O  5.47102  -4.68361  2.51405
H  5.83101  -8.01358  4.13653
H  5.39046  -7.32896  2.59053
H  4.18337  -7.24280  3.83188
H  5.92485  -6.00494  5.31826
H  5.82515  -2.65584  4.47074
H  7.42475  -3.22615  3.97747
H  6.67691  -3.84791  5.44606
C  -7.18044  6.08038  -5.55491
N  -6.27704  4.94380  -5.65584
C  -5.49881  4.57368  -4.68174
C  -4.91731  3.16444  -4.73702
O  -5.18192  5.30281  -3.74173
H  -6.69997  6.94127  -5.09001
H  -8.12552  5.80038  -5.08960
H  -7.28379  6.30863  -6.61572
H  -6.55698  4.27090  -6.35507
H  -3.83726  3.26813  -4.63292
H  -5.20664  2.53632  -5.57955
H  -5.19256  2.70589  -3.78725
C  -8.19415  7.67230  -0.55174
N  -7.11945  6.70925  -0.33081
C  -6.83220  6.30349  0.89977
C  -5.65814  5.37167  0.96720
O  -7.49398  6.62705  1.91085
H  -9.10756  7.34697  -0.05378
H  -8.40363  7.75345  -1.61834
H  -7.87574  8.66158  -0.22304
H  -6.49773  6.33558  -1.03361
H  -5.96215  4.52577  1.58374
H  -4.73049  5.80681  1.33899
H  -5.38455  4.95774  -0.00332
C  1.87424  -0.40975  -5.11493
N  0.76453  -1.18119  -4.48560
C  -0.29611  -1.57588  -5.13241
C  -1.22114  -2.47898  -4.34471
O  -0.53959  -1.30439  -6.33524
H  1.51601  0.57148  -5.42631
H  2.18719  -0.99051  -5.98261
H  2.62501  -0.40944  -4.32470
H  0.86879  -1.37606  -3.50007
H  -1.08097  -3.45740  -4.80422
H  -2.25199  -2.24150  -4.60750
H  -1.00882  -2.43576  -3.27646

- LUMO energy (eV) = 0.261
- ΔE to the lowest compared entry with this formula, charge and spin (kJ/mol) = 355.5
- charge = 0
- total energy (Ha) = -2236.60088
- spin multiplicity = 1

Löwdin population analysis, charges in e, atoms 1 to 99:
1 C -0.065
2 N 0.004
3 C -0.600
4 C 0.006
5 O 0.043
6 H 0.080
7 H 0.087
8 H 0.075
9 H 0.134
10 H 0.069
11 H 0.085
12 H 0.081
13 C -0.084
14 N -0.018
15 C -0.523
16 C -0.008
17 O 0.024
18 H 0.088
19 H 0.086
20 H 0.084
21 H 0.131
22 H 0.077
23 H 0.079
24 H 0.065
25 C -0.060
26 N 0.012
27 C -0.571
28 C -0.001
29 O 0.007
30 H 0.080
31 H 0.080
32 H 0.082
33 H 0.141
34 H 0.080
35 H 0.071
36 H 0.079
37 C -0.077
38 N -0.005
39 C -0.547
40 C -0.010
41 O -0.017
42 H 0.086
43 H 0.084
44 H 0.087
45 H 0.136
46 H 0.091
47 H 0.085
48 H 0.090
49 C -0.057
50 N -0.004
51 C -0.538
52 C 0.001
53 O -0.005
54 H 0.086
55 H 0.084
56 H 0.079
57 H 0.128
58 H 0.082
59 H 0.078
60 H 0.063
61 C -0.044
62 N 0.002
63 C -0.517
64 C 0.005
65 O -0.015
66 H 0.077
67 H 0.082
68 H 0.080
69 H 0.127
70 H 0.074
71 H 0.074
72 H 0.057
73 C -0.052
74 N 0.001
75 C -0.593
76 C 0.002
77 O 0.011
78 H 0.086
79 H 0.088
80 H 0.084
81 H 0.139
82 H 0.084
83 H 0.074
84 H 0.082
85 C -0.059
86 N 0.007
87 C -0.565
88 C -0.008
89 O 0.005
90 H 0.087
91 H 0.076
92 H 0.086
93 H 0.126
94 H 0.084
95 H 0.086
96 H 0.069
97 C -0.029
98 N 0.007
99 C -0.585


DFT (ωB97M-V/def2-TZVPD) results for C19H14Cl2IIrN4O2S2 as an isolated structure.

Geometry (Å):
Ir  0.00798  1.17201  -1.61511
C  -3.09216  3.58376  1.00541
C  -2.41181  2.37870  1.58138
N  -2.51354  2.16517  2.87025
C  -1.92768  1.08958  3.43019
C  -1.27706  0.13423  2.70040
C  -0.65725  -1.07885  3.34513
O  0.64664  -1.34859  2.83940
C  -1.15718  0.33691  1.30494
C  -0.65567  -0.73603  0.49428
N  -0.17399  -0.62124  -0.69851
C  0.09939  -1.82089  -1.42990
C  0.77954  -2.87935  -0.83952
C  1.03422  -4.03034  -1.56768
C  0.59915  -4.13809  -2.88119
C  -0.08378  -3.08854  -3.47918
C  -0.31707  -1.93513  -2.75060
I  -1.30008  -0.31681  -3.64088
C  -1.67143  1.50445  0.72944
O  -1.56013  1.83340  -0.54703
H  -3.78392  3.98248  1.74207
H  -3.62582  3.33668  0.08779
H  -2.37128  4.36927  0.76646
H  -2.01023  1.00887  4.50754
H  -1.24457  -1.97613  3.13525
H  -0.64877  -0.95091  4.42962
H  1.21726  -0.59504  3.03750
H  -0.75433  -1.74311  0.88390
H  1.12181  -2.79022  0.18540
H  1.58145  -4.84026  -1.10487
H  0.79405  -5.03828  -3.44773
H  -0.42219  -3.16845  -4.50327
S  2.90051  -0.91043  -3.21153
C  2.93172  -0.36339  -1.61126
S  2.10207  0.94075  -2.40316
C  3.24932  -0.70339  -0.35804
C  2.88257  0.16514  0.72001
N  2.53095  0.85555  1.56857
C  3.85151  -1.97121  -0.07808
N  4.30555  -2.99955  0.15688
Cl  1.16302  3.59942  0.15856
C  0.13856  4.38794  -1.01616
Cl  0.05778  3.41134  -2.54445
H  0.54326  5.35186  -1.30128
H  -0.87837  4.43673  -0.65095

- LUMO energy (alpha / beta) (eV) = -4.766 / -4.835
- <S²> = 0.757
- ΔE to the lowest compared entry with this formula, charge and spin (kJ/mol) = 104.7
- charge = +1
- total energy (Ha) = -3220.42456
- spin multiplicity = 2

List of Löwdin charges in e, atom by atom:
1 Ir 0.611
2 C -0.009
3 C -0.253
4 N 0.139
5 C -0.072
6 C -0.142
7 C -0.185
8 O -0.072
9 C -0.086
10 C -0.024
11 N -0.111
12 C -0.359
13 C -0.030
14 C -0.038
15 C -0.054
16 C -0.138
17 C -0.634
18 I 1.136
19 C -0.286
20 O -0.297
21 H 0.089
22 H 0.089
23 H 0.067
24 H 0.122
25 H 0.133
26 H 0.129
27 H 0.070
28 H 0.145
29 H 0.122
30 H 0.122
31 H 0.120
32 H 0.108
33 S 0.814
34 C -0.949
35 S 0.552
36 C -0.283
37 C -0.169
38 N 0.212
39 C -0.179
40 N 0.217
41 Cl 0.616
42 C -0.867
43 Cl 0.568
44 H 0.050
45 H 0.009


DFT (ωB97M-V/def2-TZVPD) results for the molecule C3H4N2O at a distorted geometry.

Geometry (Å):
C  0.33482  1.58859  0.00166
C  -0.11946  -0.08993  0.16018
C  -1.60133  -0.25875  0.12408
N  -2.73344  -0.32906  -0.10175
N  0.82095  -0.98025  -0.04990
O  2.23762  -0.51908  -0.04136
H  0.95800  1.87918  0.91085
H  1.07060  1.46478  -0.87830
H  -0.62208  2.17152  -0.43202
H  2.39588  0.36292  0.07632

- LUMO energy (eV) = -0.240
- ΔE to the lowest compared entry with this formula, charge and spin (kJ/mol) = 453.1
- charge = 0
- total energy (Ha) = -301.31465
- spin multiplicity = 1

List of Löwdin charges in e, atom by atom:
1 C -0.024
2 C -0.248
3 C -0.175
4 N 0.154
5 N 0.078
6 O -0.041
7 H 0.077
8 H 0.069
9 H 0.115
10 H -0.007


DFT (ωB97M-V/def2-TZVPD) results for C11H12F3N6O8SSn as an isolated structure at a distorted geometry.

Geometry (Å):
Sn  -0.93916  1.19683  0.86369
N  -0.06720  1.74769  2.68911
N  0.91183  1.00616  3.34822
C  1.08387  -0.15514  2.62864
N  1.88312  -1.04336  3.29354
N  0.45887  -0.23390  1.49348
N  0.60004  -1.39070  0.79556
O  -0.40233  -1.79661  0.11701
O  1.70334  -2.02934  0.81282
H  0.23020  2.88990  2.51039
H  -0.98856  2.04346  3.34226
H  0.78734  0.83383  4.34290
H  2.68079  -0.59883  3.73520
H  2.20385  -1.80587  2.69204
O  -0.95581  0.35033  -4.47872
S  0.15364  -0.39674  -3.77068
O  1.46293  0.35334  -3.90634
N  -0.23306  0.12879  -2.14365
C  -0.42572  -0.84453  -1.32650
O  -0.74304  -0.63739  0.01182
C  -0.27828  -2.19641  -1.94468
C  -0.41964  -3.45795  -1.34550
C  -0.23237  -4.60115  -2.13358
C  0.08988  -4.48339  -3.49390
C  0.22802  -3.22180  -4.07979
C  0.03905  -2.09590  -3.28482
H  -0.66748  -3.55281  -0.30074
H  -0.33719  -5.58238  -1.68940
H  0.23233  -5.37328  -4.09289
H  0.47655  -3.12300  -5.12817
O  -1.74859  0.81978  -0.68480
F  -2.31174  3.91007  0.47744
C  -2.47022  2.61116  0.03198
F  -3.72891  2.18476  0.40364
F  -2.39969  2.64663  -1.34566
C  1.18693  3.56026  1.44146
C  -0.22620  3.89654  1.94573
O  -0.34152  5.01700  2.49575
O  -1.10165  3.00084  1.73724
H  1.88540  4.37376  1.65019
H  1.16270  3.39273  0.35999
H  1.55768  2.65660  1.92970

- LUMO energy (eV) = 2.082
- ΔE to the lowest compared entry with this formula, charge and spin (kJ/mol) = 2912.6
- charge = -1
- total energy (Ha) = -2267.80328
- spin multiplicity = 1

List of Löwdin charges in e, atom by atom:
1 Sn 1.359
2 N -0.180
3 N -0.003
4 C -0.410
5 N 0.141
6 N 0.059
7 N -0.398
8 O -0.110
9 O -0.148
10 H 0.040
11 H 0.238
12 H 0.143
13 H 0.095
14 H 0.074
15 O -0.326
16 S 0.822
17 O -0.346
18 N 0.072
19 C -0.297
20 O -0.263
21 C -0.083
22 C 0.029
23 C -0.039
24 C -0.075
25 C -0.045
26 C -0.228
27 H 0.129
28 H 0.103
29 H 0.098
30 H 0.114
31 O -0.414
32 F 0.001
33 C -0.550
34 F 0.022
35 F 0.005
36 C 0.024
37 C -0.706
38 O 0.050
39 O -0.282
40 H 0.104
41 H 0.113
42 H 0.072


DFT (ωB97M-V/def2-TZVPD) results for a 2-piece molecular cluster, CH3O3S overall at a distorted geometry.

Geometry (Å):
C  0.10168  2.82569  -1.16157
O  0.45379  -3.73915  1.21527
O  -1.14774  -1.81061  1.65744
O  0.17492  3.97223  -0.73458
S  0.34775  -2.06559  1.46941
H  -0.12103  2.82039  -2.19297
H  -0.09924  2.03628  -0.50157
H  0.28988  -4.03925  0.24856

- LUMO energy (eV) = 3.094
- ΔE to the lowest compared entry with this formula, charge and spin (kJ/mol) = 288.6
- charge = -1
- total energy (Ha) = -663.76142
- spin multiplicity = 1

List of Löwdin charges in e, atom by atom:
1 C -0.090
2 O -0.602
3 O -0.847
4 O -0.041
5 S 0.425
6 H 0.058
7 H 0.070
8 H 0.027


DFT (ωB97M-V/def2-TZVPD) results for a 2-piece molecular cluster, C3H9NO3S overall at a distorted geometry.

Geometry (Å):
C  -1.02909  1.80159  -0.71431
C  -1.69566  -1.75077  0.17097
C  -0.98746  0.47484  0.03854
N  2.47986  0.06346  1.17080
O  1.79769  -1.56530  -0.85823
O  2.18585  1.00563  -1.16719
O  -1.68349  -0.47757  -0.46200
S  1.61795  -0.16520  -0.38256
H  -1.71410  2.42897  -0.11329
H  0.04428  2.12987  -0.77816
H  -1.47743  1.70102  -1.72271
H  -1.68896  -2.47371  -0.65258
H  -2.55418  -1.79108  0.70695
H  -0.76158  -1.79491  0.84044
H  -0.53352  0.45909  1.04011
H  2.80556  -0.83691  1.74943
H  3.19428  0.79101  1.13379

- LUMO energy (alpha / beta) (eV) = -0.414 / -0.414
- ΔE to the lowest compared entry with this formula, charge and spin (kJ/mol) = 409.7
- charge = 0
- total energy (Ha) = -798.24614
- spin multiplicity = 1

List of Löwdin charges in e, atom by atom:
1 C -0.024
2 C -0.001
3 C -0.196
4 N -0.207
5 O -0.474
6 O -0.494
7 O -0.066
8 S 0.651
9 H 0.095
10 H 0.081
11 H 0.101
12 H 0.117
13 H 0.059
14 H 0.129
15 H 0.120
16 H 0.094
17 H 0.014


Repeat the fourth record exactly.
DFT (ωB97M-V/def2-TZVPD) results for C11H12F3N6O8SSn as an isolated structure at a distorted geometry.

Geometry (Å):
Sn  -0.93916  1.19683  0.86369
N  -0.06720  1.74769  2.68911
N  0.91183  1.00616  3.34822
C  1.08387  -0.15514  2.62864
N  1.88312  -1.04336  3.29354
N  0.45887  -0.23390  1.49348
N  0.60004  -1.39070  0.79556
O  -0.40233  -1.79661  0.11701
O  1.70334  -2.02934  0.81282
H  0.23020  2.88990  2.51039
H  -0.98856  2.04346  3.34226
H  0.78734  0.83383  4.34290
H  2.68079  -0.59883  3.73520
H  2.20385  -1.80587  2.69204
O  -0.95581  0.35033  -4.47872
S  0.15364  -0.39674  -3.77068
O  1.46293  0.35334  -3.90634
N  -0.23306  0.12879  -2.14365
C  -0.42572  -0.84453  -1.32650
O  -0.74304  -0.63739  0.01182
C  -0.27828  -2.19641  -1.94468
C  -0.41964  -3.45795  -1.34550
C  -0.23237  -4.60115  -2.13358
C  0.08988  -4.48339  -3.49390
C  0.22802  -3.22180  -4.07979
C  0.03905  -2.09590  -3.28482
H  -0.66748  -3.55281  -0.30074
H  -0.33719  -5.58238  -1.68940
H  0.23233  -5.37328  -4.09289
H  0.47655  -3.12300  -5.12817
O  -1.74859  0.81978  -0.68480
F  -2.31174  3.91007  0.47744
C  -2.47022  2.61116  0.03198
F  -3.72891  2.18476  0.40364
F  -2.39969  2.64663  -1.34566
C  1.18693  3.56026  1.44146
C  -0.22620  3.89654  1.94573
O  -0.34152  5.01700  2.49575
O  -1.10165  3.00084  1.73724
H  1.88540  4.37376  1.65019
H  1.16270  3.39273  0.35999
H  1.55768  2.65660  1.92970

- LUMO energy (eV) = 2.082
- ΔE to the lowest compared entry with this formula, charge and spin (kJ/mol) = 2912.6
- charge = -1
- total energy (Ha) = -2267.80328
- spin multiplicity = 1

List of Löwdin charges in e, atom by atom:
1 Sn 1.359
2 N -0.180
3 N -0.003
4 C -0.410
5 N 0.141
6 N 0.059
7 N -0.398
8 O -0.110
9 O -0.148
10 H 0.040
11 H 0.238
12 H 0.143
13 H 0.095
14 H 0.074
15 O -0.326
16 S 0.822
17 O -0.346
18 N 0.072
19 C -0.297
20 O -0.263
21 C -0.083
22 C 0.029
23 C -0.039
24 C -0.075
25 C -0.045
26 C -0.228
27 H 0.129
28 H 0.103
29 H 0.098
30 H 0.114
31 O -0.414
32 F 0.001
33 C -0.550
34 F 0.022
35 F 0.005
36 C 0.024
37 C -0.706
38 O 0.050
39 O -0.282
40 H 0.104
41 H 0.113
42 H 0.072